(1)
C10H27EuI2OP2Si as an isolated structure, computed with ωB97M-V with the def2-TZVPD basis set.

XYZ file:
```
44
Properties=species:S:1:pos:R:3:nbo_charge:R:1
I 4.766 2.161 -0.749 -0.30
I 3.724 -0.056 -2.686 -0.25
Eu 2.137 1.124 0.407 1.27
P 1.886 -1.864 0.878 0.73
C 1.620 -3.568 0.030 -0.92
C 3.703 -1.714 0.956 -0.96
H 4.215 -2.525 1.465 0.28
H 1.932 -2.948 3.097 0.27
H 3.924 -0.819 1.556 0.21
H 1.697 -1.230 3.120 0.23
H 2.040 -3.595 -1.015 0.27
H 4.167 -1.672 -0.032 0.29
C 1.406 -2.140 2.591 -0.95
H 2.066 -4.493 0.497 0.27
H 0.345 -2.368 2.659 0.24
H 0.526 -3.832 -0.029 0.24
P -0.055 2.568 -1.103 0.73
C -1.089 2.596 -2.722 -0.93
C -1.059 3.483 0.079 -0.95
H 1.879 3.833 -0.516 0.22
H 1.046 4.703 -1.754 0.28
H 1.968 3.348 -2.274 0.28
C 1.330 3.697 -1.460 -0.96
H -0.426 3.608 0.959 0.23
H -1.333 4.491 -0.224 0.27
H -1.484 3.578 -3.111 0.27
H -2.028 1.981 -2.627 0.24
H -1.989 2.960 0.285 0.24
H -0.509 2.202 -3.605 0.27
C 0.344 -0.677 -1.835 0.48
O 0.081 -1.234 -2.814 -0.47
C -2.168 -1.841 2.113 -1.17
Si -2.131 -0.643 0.641 1.83
C -2.811 -1.558 -0.861 -1.17
C -3.303 0.802 1.017 -1.17
H -1.694 -2.812 1.893 0.27
H -3.232 -2.083 2.268 0.31
H -1.794 -1.403 3.055 0.27
H -3.836 -1.861 -0.568 0.31
H -2.853 -0.921 -1.757 0.28
H -2.217 -2.449 -1.114 0.28
H -4.261 0.339 1.300 0.31
H -2.979 1.432 1.864 0.27
H -3.551 1.401 0.125 0.27
```

2S+1 = 7
electronic energy = -74822.8902 eV
total charge = +2

(2)
A 3-piece molecular cluster, C10H28B2O9P overall, computed with ωB97M-V with the def2-TZVPD basis set.

XYZ file:
```
50
Properties=species:S:1:pos:R:3:nbo_charge:R:1
C 0.723 -0.954 -1.356 -0.63
C -0.782 -0.717 -1.455 -0.06
O -1.024 0.683 -1.471 -0.74
B -2.189 1.210 -2.014 0.96
O -1.984 2.485 -2.589 -0.96
B -3.698 0.385 -1.988 0.25
O -4.383 0.222 -0.660 -0.72
C -5.730 -0.022 -0.939 -0.07
C -5.906 0.229 -2.473 -0.30
P -6.243 -1.305 -3.412 2.30
O -7.671 -1.657 -3.328 -1.12
O -5.250 -2.505 -2.988 -1.00
O -5.725 -1.081 -4.913 -0.99
O -4.793 0.970 -2.845 -0.69
H 1.267 -0.064 -1.666 0.23
H 1.021 -1.225 -0.341 0.19
H 1.032 -1.779 -2.003 0.19
H -1.302 -1.171 -0.605 0.17
H -1.198 -1.187 -2.348 0.18
H -1.756 2.429 -3.516 0.48
H -3.482 -0.780 -2.438 -0.17
H -6.336 0.722 -0.404 0.16
H -6.084 -1.015 -0.609 0.13
H -6.845 0.775 -2.632 0.20
H -5.041 -2.471 -2.048 0.51
H -4.874 -1.507 -5.044 0.51
C 2.335 3.030 0.125 -0.63
C 3.067 1.805 0.646 0.09
C 4.238 2.182 1.541 -0.63
O 3.510 0.982 -0.431 -0.72
H 3.015 3.647 -0.473 0.19
H 1.498 2.732 -0.507 0.25
H 1.952 3.639 0.945 0.21
H 2.363 1.183 1.203 0.18
H 4.968 2.776 0.982 0.19
H 4.749 1.290 1.908 0.20
H 3.906 2.766 2.400 0.21
H 4.136 1.481 -0.966 0.46
C 4.897 -0.608 4.484 -0.63
C 3.589 -1.370 4.335 0.10
C 3.819 -2.794 3.853 -0.63
O 2.705 -0.682 3.456 -0.71
H 5.399 -0.539 3.514 0.20
H 4.709 0.405 4.838 0.22
H 5.573 -1.107 5.180 0.21
H 3.069 -1.392 5.295 0.17
H 4.301 -2.784 2.871 0.20
H 2.870 -3.321 3.758 0.22
H 4.461 -3.347 4.542 0.20
H 3.125 -0.642 2.588 0.46
```

electronic energy = -39899.8235 eV
total charge = -1

(3)
C10H28GaN3O as an isolated structure, computed with ωB97M-V with the def2-TZVPD basis set.

XYZ file:
```
43
Properties=species:S:1:pos:R:3:nbo_charge:R:1
C 3.469 4.130 2.713 -0.61
C 2.399 4.333 1.646 -0.40
C 1.412 3.160 1.564 -0.20
N 2.064 1.862 1.499 -1.09
Ga 1.383 0.556 0.277 1.01
C 2.167 0.849 -1.571 -0.96
C 3.617 0.502 -1.686 0.14
N 4.518 0.662 -0.807 -0.65
H 4.207 3.396 2.394 0.22
H 3.981 5.065 2.950 0.20
H 3.024 3.758 3.641 0.19
H 2.867 4.480 0.669 0.19
H 1.838 5.248 1.873 0.18
H 0.724 3.240 2.422 0.15
H 0.797 3.292 0.667 0.17
H 2.201 1.491 2.429 0.35
H 1.671 -0.933 0.842 -0.35
H -0.265 0.755 0.131 -0.44
H 2.016 1.893 -1.869 0.23
H 1.592 0.249 -2.288 0.20
H 3.956 0.073 -2.638 0.14
H 4.105 1.074 0.037 0.35
C -1.857 -3.645 -1.266 -0.41
N -2.719 -2.799 -0.377 -0.20
C -2.682 -3.391 0.993 -0.40
C -4.117 -2.805 -0.878 -0.41
C -2.187 -1.385 -0.251 -0.24
C -2.214 -0.541 -1.497 -0.11
O -1.422 -1.167 -2.496 -0.74
H -2.130 -4.685 -1.100 0.21
H -2.019 -3.360 -2.298 0.25
H -0.817 -3.475 -1.004 0.25
H -3.066 -4.407 0.949 0.22
H -3.294 -2.787 1.657 0.23
H -1.652 -3.392 1.341 0.25
H -4.131 -2.423 -1.894 0.24
H -4.728 -2.178 -0.233 0.23
H -4.488 -3.828 -0.866 0.22
H -1.156 -1.476 0.099 0.28
H -2.775 -0.893 0.523 0.23
H -1.762 0.405 -1.185 0.26
H -3.222 -0.346 -1.880 0.16
H -1.307 -0.558 -3.230 0.49
```

electronic energy = -69714.1488 eV
total charge = 0

(4)
A 7-piece molecular cluster, C10H28N11O6 overall, computed with ωB97M-V with the def2-TZVPD basis set.

XYZ file:
```
55
Properties=species:S:1:pos:R:3:nbo_charge:R:1
C -1.104 -0.720 0.474 -0.22
O -0.001 -0.035 0.964 -0.96
H -1.275 -0.456 -0.592 0.09
H -0.983 -1.821 0.441 0.11
H -2.069 -0.566 1.001 0.09
C 2.376 1.091 -1.753 0.76
O 2.889 0.820 -0.680 -0.61
N 1.035 1.004 -1.996 -0.91
N 3.121 1.430 -2.859 -0.87
H 0.540 0.589 -1.198 0.45
H 0.599 1.665 -2.615 0.39
H 4.107 1.546 -2.727 0.40
H 2.687 1.475 -3.758 0.37
C 0.165 0.671 4.695 0.76
O 1.071 -0.117 4.462 -0.64
N -0.016 1.155 5.968 -0.87
N -0.700 1.177 3.768 -0.88
H -0.704 1.859 6.149 0.37
H 0.659 0.885 6.656 0.39
H -1.319 1.922 4.009 0.37
H -0.601 0.817 2.809 0.46
C 0.287 -3.993 2.878 0.75
O 0.948 -2.973 2.757 -0.59
N 0.675 -5.055 3.665 -0.88
N -0.915 -4.090 2.254 -0.86
H 1.481 -4.773 4.198 0.41
H 0.078 -5.835 3.843 0.38
H -1.227 -3.304 1.711 0.43
H -1.386 -4.976 2.289 0.36
C -1.238 3.479 0.730 0.77
O -1.574 4.675 0.816 -0.74
N 0.024 3.082 0.420 -0.86
N -2.024 2.438 1.053 -0.88
H 0.672 3.785 0.128 0.39
H 0.201 2.087 0.480 0.44
H -2.915 2.661 1.452 0.39
H -1.582 1.517 1.061 0.43
C 1.901 -2.709 -1.772 0.76
O 2.087 -2.244 -0.666 -0.58
N 1.175 -2.152 -2.772 -0.87
N 2.558 -3.871 -2.166 -0.88
H 0.704 -1.284 -2.556 0.43
H 1.157 -2.494 -3.707 0.37
H 2.525 -4.176 -3.118 0.36
H 3.182 -4.331 -1.533 0.40
N -1.192 1.853 -4.504 -0.54
C -1.790 0.888 -3.708 -0.07
C -2.286 1.442 -2.578 -0.29
C -1.957 2.824 -2.632 -0.28
C -1.256 3.043 -3.780 -0.11
H -0.759 1.648 -5.381 0.41
H -1.810 -0.124 -4.085 0.20
H -2.917 0.996 -1.829 0.24
H -2.245 3.579 -1.917 0.24
H -1.059 3.995 -4.249 0.21
```

electronic energy = -39504.3350 eV
total charge = -1

Number 1: largest force on an atom 4.3 eV/Å. Number 2: largest force on an atom 0.6 eV/Å. Number 3: largest force on an atom 0.4 eV/Å. Number 4: largest force on an atom 2.2 eV/Å.